Formula: C33H43F4N4OS2Sc
Source: the Open Molecules 2025 dataset
Level of theory: ωB97M-V with the def2-TZVPD basis set

Last column: Löwdin charge in e.
Cartesian coordinates (Å):
Sc 0.22175 -0.29298 -0.14100  0.988
C -1.12912 -2.18484 2.39220  -0.066
N 0.04229 -2.28088 1.50813  -0.280
C 0.09954 -3.65151 0.98796  -0.088
C 1.26656 -2.03693 2.28512  -0.192
C 1.30412 -0.63554 2.86070  -0.217
N 0.82198 0.33095 1.88162  -0.072
C 0.65680 1.60432 2.34533  -0.190
C -0.01036 2.50444 1.51011  -0.154
F -0.39656 1.98046 0.29307  0.009
C -0.29938 3.81102 1.81218  -0.221
F -0.96233 4.55022 0.91055  0.098
C 0.07648 4.34161 3.03395  0.066
C 0.74753 3.48697 3.88869  -0.211
F 1.15226 3.94026 5.08638  0.093
C 1.04348 2.16969 3.57339  -0.128
F 1.74318 1.45584 4.48593  0.073
H -1.03743 -2.90570 3.21662  0.107
H -2.03584 -2.40582 1.83397  0.085
H -1.21185 -1.18198 2.80721  0.053
H 0.05462 -4.36619 1.82058  0.103
H 1.01512 -3.81338 0.42508  0.064
H -0.74703 -3.81981 0.33421  0.056
H 2.11249 -2.22651 1.62661  0.094
H 1.33708 -2.76397 3.11016  0.138
H 2.33259 -0.43193 3.18560  0.119
H 0.69024 -0.59584 3.76971  0.122
H -0.13212 5.36344 3.30272  0.133
C -1.98852 -4.90572 -1.72272  -0.075
C -2.21431 -3.39713 -1.86475  -0.380
C -2.74417 -3.12753 -3.27704  -0.042
C -3.14189 -2.81833 -0.80874  -0.141
C -4.20100 -3.59002 -0.33802  -0.029
C -5.10020 -3.08687 0.58197  -0.065
C -4.95356 -1.78766 1.03148  -0.037
C -3.91069 -0.97198 0.59923  -0.141
C -3.87245 0.42993 1.18923  -0.348
C -3.76809 1.58267 0.18817  -0.047
C -2.84267 0.56121 2.30692  -0.053
C -2.99200 -1.51392 -0.31526  -0.180
N -1.87652 -0.73525 -0.78466  0.005
C -2.05817 -0.18784 -1.96341  -0.104
C -1.09997 0.60061 -2.60321  -0.319
C -1.18927 1.28322 -3.82330  -0.009
C -0.00253 1.98084 -3.96045  -0.016
C 0.77484 1.70322 -2.81491  -0.230
N 0.11937 0.86129 -2.00053  -0.001
C 2.16421 2.22230 -2.52223  -0.524
C 3.19650 1.17534 -2.96188  -0.017
C 2.40834 3.51679 -3.30328  -0.053
C 2.33199 2.52848 -1.03458  -0.032
H -1.12720 -5.20447 -2.31993  0.088
H -2.84656 -5.46894 -2.09264  0.076
H -1.81276 -5.21729 -0.69343  0.072
H -1.24324 -2.89966 -1.77143  0.056
H -3.71161 -3.61577 -3.41072  0.088
H -2.05587 -3.52826 -4.02059  0.088
H -2.87656 -2.06844 -3.48583  0.057
H -4.32078 -4.60036 -0.69982  0.109
H -5.91592 -3.69963 0.94119  0.105
H -5.66484 -1.38514 1.74189  0.113
H -4.85244 0.53619 1.66504  0.124
H -2.75852 1.72447 -0.19027  0.054
H -4.05292 2.51132 0.68370  0.084
H -4.43810 1.43908 -0.65979  0.087
H -1.83514 0.32486 1.95882  0.036
H -3.06793 -0.11602 3.13274  0.090
H -2.82898 1.57950 2.69703  0.091
H -3.01761 -0.31884 -2.46496  0.144
H -2.03000 1.26889 -4.49648  0.109
H 0.27348 2.62919 -4.77250  0.099
H 3.11032 0.97941 -4.03110  0.096
H 3.05230 0.23064 -2.44118  0.055
H 4.20628 1.53764 -2.76039  0.091
H 2.36933 3.34655 -4.37831  0.079
H 3.40005 3.90672 -3.06914  0.087
H 1.67155 4.27850 -3.04898  0.093
H 2.15707 1.65103 -0.40441  0.041
H 1.65659 3.32112 -0.71239  0.091
H 3.35658 2.85078 -0.83947  0.099
C 3.79821 -0.30211 0.62596  -0.099
O 2.66730 -0.73801 -0.13712  -0.404
C 2.75311 -1.88325 -0.89194  -1.357
S 4.09915 -2.80734 -0.91728  0.679
S 1.26865 -2.12174 -1.70648  0.677
H 3.47995 0.62491 1.09427  0.087
H 4.64925 -0.14512 -0.03649  0.089
H 4.05729 -1.05064 1.37618  0.083

Forces on the atoms, in the same order (eV/Å):
0.665 -0.622 0.573
0.151 0.036 0.148
0.045 0.190 -0.141
-0.004 -0.007 0.076
-0.048 -0.127 0.131
0.102 -0.088 0.067
-0.139 0.146 -0.260
-0.024 -0.128 -0.101
-0.137 -0.014 -0.330
-0.059 0.160 0.447
-0.052 -0.086 -0.089
0.064 0.004 0.094
0.033 -0.158 -0.053
0.056 -0.030 0.080
-0.048 -0.010 -0.129
0.065 0.034 0.140
-0.084 0.191 -0.065
0.003 0.001 -0.012
-0.002 -0.029 -0.005
0.125 -0.356 -0.013
0.013 -0.016 -0.020
-0.008 0.022 -0.011
-0.077 -0.023 -0.054
0.020 0.011 0.011
-0.009 0.033 -0.054
-0.107 -0.034 -0.053
0.042 -0.028 -0.079
-0.018 0.062 0.020
-0.019 -0.004 -0.002
0.145 0.047 0.007
-0.057 0.005 -0.015
-0.079 -0.180 -0.015
0.021 0.024 0.000
0.024 0.008 0.019
0.027 -0.010 0.002
0.016 -0.067 -0.045
-0.163 0.053 -0.014
0.089 -0.026 0.002
0.077 0.120 -0.033
0.106 0.061 0.041
-0.050 0.214 0.019
-0.095 0.187 -0.039
-0.019 -0.011 -0.056
0.028 0.005 0.041
-0.013 -0.033 0.112
-0.038 -0.070 0.027
0.101 0.165 -0.032
-0.044 0.033 -0.048
-0.027 -0.004 -0.016
0.050 -0.032 0.000
0.031 -0.096 0.115
0.030 0.007 -0.011
-0.038 -0.015 -0.005
0.009 0.014 0.004
-0.137 -0.081 0.033
-0.030 -0.007 -0.005
0.040 -0.034 -0.032
0.018 -0.024 -0.026
-0.015 -0.074 -0.034
-0.021 -0.012 0.003
-0.031 0.015 0.010
0.035 0.058 -0.015
0.025 -0.044 -0.045
-0.028 0.037 0.021
-0.023 -0.027 -0.036
-0.108 0.224 -0.082
-0.026 0.006 -0.018
-0.027 0.068 0.019
0.060 0.041 0.057
-0.055 -0.005 -0.050
0.015 0.032 -0.051
-0.002 -0.006 -0.022
-0.010 -0.016 0.002
0.050 0.008 0.012
0.001 -0.015 -0.043
0.022 0.007 0.018
-0.038 0.030 0.016
-0.016 0.077 -0.083
-0.034 0.020 -0.008
0.026 0.037 0.003
0.070 -0.009 0.049
-0.387 0.271 -0.013
0.012 -0.183 -0.121
0.009 -0.011 -0.007
-0.074 0.044 0.056
0.028 0.004 0.028
-0.052 0.000 0.051
0.023 0.043 -0.062

For the gap between HOMO and LUMO, the calculation gives 0.294 hartree. For the LUMO energy, the calculation gives 0.034 eV. The HOMO energy comes out at -0.2930 Eh.

=====

Formula: C33H44AsBrCrN3OSSeSi3
Source: the Open Molecules 2025 dataset
Level of theory: ωB97M-V with the def2-TZVPD basis set

Last column: Mulliken spin population.
Cartesian coordinates (Å):
Cr 1.41032 0.62834 0.13624  3.846
C 1.26846 -2.61205 -0.44573  0.000
O 0.91650 -1.36275 -1.04043  -0.031
Si 0.79205 -1.19793 -2.70726  0.013
C 2.51478 -0.98185 -3.41847  0.006
C 0.25703 -2.81051 -3.51660  0.001
C -0.48948 0.14610 -2.95632  -0.031
Si 1.37705 2.49987 -2.99252  -0.018
C 3.10022 1.95432 -2.46030  0.118
C 1.21353 4.30280 -2.52121  0.005
C 1.33630 2.40297 -4.88406  0.001
Si -2.20171 -0.60343 -2.47912  0.004
C -2.90681 -1.30495 -4.08360  0.000
C -2.12163 -1.93290 -1.15699  0.003
C -3.53688 0.53517 -1.81881  0.000
H 0.68105 -3.41604 -0.89497  0.000
H 1.03982 -2.56380 0.61750  0.005
H 2.33548 -2.80708 -0.55601  -0.001
H 2.77001 -1.88677 -3.97497  0.000
H 3.24784 -0.86006 -2.62039  -0.001
H 2.61464 -0.13731 -4.09689  0.003
H 0.98561 -3.59139 -3.28345  0.000
H 0.29352 -2.66150 -4.60021  0.000
H -0.73183 -3.17846 -3.26297  0.000
H 3.15439 1.09420 -1.79407  -0.063
H 3.54669 2.78021 -1.90740  0.007
H 3.70768 1.73597 -3.34168  0.006
H 1.02281 4.39664 -1.45003  -0.002
H 0.41979 4.81049 -3.06913  0.000
H 2.16156 4.80585 -2.73079  -0.001
H 1.39882 1.38070 -5.26277  0.000
H 2.19387 2.95269 -5.28206  0.000
H 0.43593 2.85983 -5.29973  0.000
H -2.20807 -1.95646 -4.60865  0.000
H -3.16577 -0.48546 -4.76003  0.000
H -3.81961 -1.87436 -3.89034  0.000
H -1.56815 -2.83191 -1.41820  0.001
H -3.14371 -2.23081 -0.90837  0.000
H -1.67283 -1.51844 -0.25294  0.012
H -3.83025 1.32826 -2.50401  0.000
H -3.25975 0.98673 -0.86578  -0.001
H -4.40730 -0.10370 -1.63705  0.000
S 3.40906 -0.54487 0.89476  -0.050
C 3.02097 -1.51827 2.31196  0.017
C 4.01260 -2.38754 2.80230  0.000
C 3.82955 -3.11873 3.95866  -0.001
C 2.64674 -3.00930 4.68675  0.004
C 1.65332 -2.17171 4.21242  -0.012
C 1.81394 -1.45195 3.02916  0.019
As 0.42126 -0.26480 2.36171  0.062
C 0.24910 0.88366 3.92337  -0.009
C -0.82521 0.85103 4.80226  0.007
C -0.86830 1.72227 5.88527  0.000
C 0.16202 2.62592 6.09413  0.001
C 1.23888 2.65661 5.21717  -0.004
C 1.28380 1.79189 4.13521  -0.001
C -1.17761 -1.37882 2.52028  0.003
C -2.42224 -0.75054 2.43454  0.001
C -3.59162 -1.49570 2.44820  -0.003
C -3.53536 -2.88147 2.51897  0.004
C -2.30340 -3.51443 2.58204  -0.001
C -1.13099 -2.76768 2.58902  0.000
H 4.94499 -2.45521 2.25527  -0.001
H 4.62126 -3.77187 4.30756  0.000
H 2.50817 -3.56216 5.60713  0.000
H 0.72939 -2.06550 4.77236  0.000
H -1.63549 0.14891 4.65340  0.001
H -1.71261 1.69232 6.56356  0.000
H 0.12483 3.30782 6.93486  0.000
H 2.04214 3.36752 5.36537  0.000
H 2.10964 1.84325 3.43537  0.021
H -2.47003 0.32716 2.33829  -0.002
H -4.54784 -0.99082 2.38438  0.000
H -4.44772 -3.46529 2.51671  0.000
H -2.24931 -4.59541 2.62996  0.000
H -0.17579 -3.27554 2.64729  0.002
Se -2.24363 3.41143 1.77533  0.009
N -2.61474 3.97628 0.08774  0.002
C -1.90131 3.26164 -0.71221  -0.007
C -1.98382 3.34539 -2.15900  0.002
C -1.25214 2.50034 -2.87785  -0.010
C -0.21261 1.56276 -2.32735  0.052
N -0.18578 1.46019 -0.85490  -0.034
C -1.02499 2.22456 -0.12421  0.010
N -1.11742 2.12587 1.18101  0.026
H -2.68697 4.03587 -2.60726  0.000
H -1.35356 2.49402 -3.95936  0.000
H -0.54742 0.26871 -4.05025  0.001
Br 2.26429 2.86094 0.80920  0.011

Forces on the atoms, in the same order (eV/Å):
0.109 -0.223 -0.342
-0.006 0.006 0.003
-0.027 0.153 -0.011
-0.018 -0.040 0.000
0.012 -0.013 -0.010
-0.027 0.007 0.022
0.032 0.065 0.013
-0.038 0.048 -0.019
-0.045 -0.023 0.073
-0.019 0.019 -0.011
-0.012 0.006 0.008
-0.017 0.041 0.009
0.015 -0.027 0.013
0.024 -0.012 0.023
0.017 0.052 -0.007
-0.004 -0.002 0.010
0.020 0.000 -0.018
0.005 -0.009 0.003
0.013 -0.003 -0.001
0.019 -0.014 -0.016
0.007 0.018 -0.010
0.016 0.010 -0.004
0.001 0.017 -0.007
-0.054 -0.036 -0.003
0.020 0.001 0.000
0.009 0.008 0.009
0.017 -0.008 0.004
0.011 -0.010 0.004
0.000 0.010 -0.005
0.003 0.008 0.010
0.000 -0.022 0.000
0.008 -0.001 -0.004
0.004 0.004 -0.006
0.013 -0.033 -0.023
0.003 0.012 0.006
-0.004 -0.001 0.005
0.014 -0.028 0.019
-0.021 -0.007 0.001
0.004 0.024 0.045
-0.005 -0.008 0.003
-0.011 0.013 0.015
-0.010 -0.012 -0.007
0.038 -0.057 0.136
0.013 0.024 -0.060
0.019 0.015 -0.018
-0.014 -0.004 0.012
0.004 0.008 -0.017
0.000 -0.016 0.001
-0.051 -0.004 0.025
-0.108 -0.275 0.440
-0.014 0.021 -0.044
0.005 -0.001 0.050
-0.003 -0.010 -0.005
0.007 0.000 -0.008
-0.007 0.006 0.013
-0.008 0.004 -0.023
-0.008 0.066 0.012
0.007 -0.024 -0.049
0.007 -0.004 -0.052
-0.005 -0.008 -0.004
0.019 -0.003 0.004
0.012 -0.004 -0.024
0.003 -0.008 0.007
0.005 0.000 -0.004
0.000 -0.003 0.004
-0.005 -0.005 -0.011
0.010 0.006 0.018
-0.001 -0.002 0.003
-0.001 0.005 0.000
0.003 -0.003 -0.003
0.002 0.003 0.007
-0.001 0.024 -0.014
-0.002 0.002 0.003
-0.001 0.001 0.004
-0.001 -0.001 0.000
-0.003 0.002 0.009
0.003 -0.053 0.032
0.018 0.046 -0.054
-0.052 -0.044 -0.016
0.013 -0.012 0.068
0.005 -0.025 -0.036
-0.004 -0.051 0.070
-0.241 0.090 -0.325
0.099 0.050 -0.015
-0.008 -0.052 0.065
-0.004 0.007 0.002
-0.008 -0.003 -0.001
0.005 -0.008 -0.004
0.177 0.304 0.005

For the gap between HOMO and LUMO (spin up / spin down), the calculation gives 0.237 / 0.243 hartree. For the LUMO energy (spin up / spin down), the calculation gives 2.391 / 2.391 eV. The spin multiplicity is 5. The net charge is -1. The HOMO energy (spin up / spin down) comes out at -0.1488 / -0.1555 Eh. The value obtained for the energy above the lowest of the compared OMol25 structures with the same formula, charge and spin is 0.0 kJ/mol.

=====

Number 1: strongest force on any atom 1.1 eV/Å. Number 2: strongest force on any atom 0.5 eV/Å.